w:
{"formula": "C7H15N", "method": "ωB97M-V/def2-TZVPD", "species": ["C", "C", "C", "C", "H", "H", "H", "H", "H", "H", "H", "H", "C", "C", "C", "N", "H", "H", "H", "H", "H", "H", "H"], "coordinates": [[-0.3324, 1.4235, 0.3669], [-1.8375, 1.2869, 0.2736], [0.4889, 1.4670, -1.3388], [1.7103, 1.1829, -1.5337], [0.0867, 1.0269, 1.2875], [-0.0623, 2.4779, 0.4496], [-0.3841, 1.7243, -1.9138], [-2.1638, 0.2477, 0.2982], [-2.2220, 1.7210, -0.6571], [-2.3422, 1.8100, 1.0925], [2.3609, 1.2086, -2.3886], [2.0956, 0.1357, -0.5887], [-0.0800, -1.4592, 1.6405], [-0.1757, -1.6126, -0.9049], [0.5524, -1.1470, 0.3172], [1.8307, -0.8695, 0.2104], [2.3047, -0.7163, 1.0960], [-0.0743, -2.5438, 1.7883], [-1.1215, -1.1412, 1.6668], [0.4598, -1.0019, 2.4699], [-0.2688, -2.7033, -0.8714], [0.3527, -1.3268, -1.8099], [-1.1779, -1.1905, -0.9507]], "molar_mass_g_mol": 113.20, "orbital_gap_ev": 8.2525, "homo_energy_ev": -7.49}


x:
{"formula": "C7H15N", "method": "ωB97M-V/def2-TZVPD", "species": ["C", "C", "C", "C", "C", "N", "C", "C", "H", "H", "H", "H", "H", "H", "H", "H", "H", "H", "H", "H", "H", "H", "H"], "coordinates": [[0.2730, 0.2522, 3.3683], [0.6603, 0.4556, 2.1252], [-0.0804, 1.2875, 1.1021], [-0.5944, 0.4214, -0.0581], [-1.6042, 1.2294, -0.8590], [0.5437, 0.0279, -0.8610], [0.3383, -0.9401, -1.9512], [1.0433, -2.2430, -1.5800], [-0.5790, 0.6205, 3.9427], [0.8124, -0.3422, 4.1044], [1.5116, -0.0786, 1.7206], [0.6587, 2.0034, 0.7208], [-0.7692, 1.9857, 1.5849], [-1.0078, -0.4509, 0.4570], [-1.2680, 2.2012, -1.2099], [-2.1073, 0.6552, -1.6584], [-2.5589, 1.4010, -0.3364], [1.0755, 0.8185, -1.1593], [0.5923, -0.4748, -2.8984], [-0.7274, -1.2043, -2.0298], [0.8786, -3.0344, -2.3096], [2.1073, -1.9727, -1.6240], [0.8018, -2.6186, -0.5909]], "molar_mass_g_mol": 113.20, "orbital_gap_ev": 9.7097, "homo_energy_ev": -8.58, "smiles": "C=CC[C@@H](C)NCC"}


Tell me which of them is the most stable. Sure, it is x.


w:
{"formula": "C30H80O10", "method": "ωB97M-V/def2-TZVPD", "species": ["C", "C", "C", "O", "H", "H", "H", "H", "H", "H", "H", "H", "C", "C", "C", "O", "H", "H", "H", "H", "H", "H", "H", "H", "C", "C", "C", "O", "H", "H", "H", "H", "H", "H", "H", "H", "C", "C", "C", "O", "H", "H", "H", "H", "H", "H", "H", "H", "C", "C", "C", "O", "H", "H", "H", "H", "H", "H", "H", "H", "C", "C", "C", "O", "H", "H", "H", "H", "H", "H", "H", "H", "C", "C", "C", "O", "H", "H", "H", "H", "H", "H", "H", "H", "C", "C", "C", "O", "H", "H", "H", "H", "H", "H", "H", "H", "C", "C", "C", "O", "H", "H", "H", "H", "H", "H", "H", "H", "C", "C", "C", "O", "H", "H", "H", "H", "H", "H", "H", "H"], "coordinates": [[13.7060, -17.3966, -6.6114], [13.8829, -17.4355, -8.1626], [12.8149, -18.2571, -8.9198], [13.7517, -16.0613, -8.5256], [12.9584, -16.6498, -6.3441], [14.5926, -17.0945, -6.0538], [13.4535, -18.3974, -6.2613], [14.8205, -17.9769, -8.2891], [12.5844, -19.2318, -8.4896], [13.1177, -18.3615, -9.9617], [11.8944, -17.6736, -8.9378], [14.1262, -15.3742, -7.9695], [10.4249, -13.6359, -3.0089], [11.3027, -12.5661, -3.6584], [11.7804, -12.8750, -5.0736], [10.7410, -11.2271, -3.5095], [9.5924, -13.9659, -3.6303], [10.1642, -13.1904, -2.0489], [11.0558, -14.3987, -2.5527], [12.2031, -12.4203, -3.0617], [10.9047, -13.2875, -5.5748], [12.5131, -13.6801, -5.1294], [12.1635, -11.9979, -5.5953], [11.2026, -10.6655, -4.1366], [5.2841, -15.0927, -8.5018], [5.6115, -13.8467, -9.3568], [4.8511, -12.6800, -8.7349], [7.0046, -13.6762, -9.3820], [6.1326, -15.1549, -7.8205], [5.1360, -16.0089, -9.0733], [4.3344, -14.9476, -7.9868], [5.4162, -14.1736, -10.3781], [4.5911, -12.6946, -7.6764], [3.8509, -12.5509, -9.1485], [5.3230, -11.6992, -8.7941], [7.3421, -14.2767, -10.0506], [7.5250, -15.8080, -13.1059], [8.1115, -16.5137, -11.8825], [9.4885, -17.2169, -12.0951], [8.5079, -15.5507, -10.8946], [7.3519, -16.5594, -13.8763], [8.2705, -15.0978, -13.4639], [6.5947, -15.2888, -12.8757], [7.4442, -17.3211, -11.5812], [10.2524, -16.4971, -12.3893], [9.3188, -17.8456, -12.9692], [9.8727, -17.6954, -11.1943], [9.3685, -15.7981, -10.5485], [13.2286, -16.9998, -13.6447], [14.2671, -16.1914, -12.9148], [13.7949, -15.1392, -11.8698], [15.1684, -16.9587, -12.1734], [13.6696, -17.6030, -14.4383], [12.3621, -16.4951, -14.0719], [12.7680, -17.7573, -13.0105], [14.9461, -15.6931, -13.6067], [13.1572, -15.7413, -11.2225], [13.1846, -14.3526, -12.3134], [14.4404, -14.5666, -11.2038], [14.9974, -16.8367, -11.2367], [6.4086, -18.9620, -9.2078], [7.8330, -19.3749, -8.8931], [8.3473, -18.6370, -7.6080], [7.8261, -20.8008, -8.8873], [5.6022, -19.3649, -8.5950], [6.2208, -19.3484, -10.2096], [6.4128, -17.8734, -9.2643], [8.4893, -19.0848, -9.7136], [7.6746, -19.0715, -6.8685], [8.2007, -17.5702, -7.4396], [9.3352, -19.0009, -7.3256], [7.9312, -21.0340, -7.9620], [5.3568, -11.2328, -11.7760], [6.8320, -10.9973, -11.8948], [7.0223, -9.5516, -12.5289], [7.4513, -11.1180, -10.7154], [4.8324, -10.7608, -12.6068], [4.8583, -10.8340, -10.8925], [5.1944, -12.3000, -11.9269], [7.3024, -11.6492, -12.6310], [6.6468, -8.7808, -11.8559], [6.5513, -9.4442, -13.5060], [8.0820, -9.4084, -12.7404], [7.6980, -12.0310, -10.5507], [9.5901, -15.0782, -7.6544], [10.3104, -14.4381, -8.8606], [11.4681, -13.5402, -8.5243], [10.9539, -15.4544, -9.6478], [8.7037, -15.6057, -8.0066], [9.2267, -14.3888, -6.8923], [10.2714, -15.6909, -7.0640], [9.5754, -13.9079, -9.4663], [11.2363, -12.7494, -7.8108], [12.1069, -13.1350, -9.3090], [12.1927, -14.1086, -7.9412], [11.8834, -15.4938, -9.4112], [10.6341, -12.3295, -11.9380], [10.9314, -11.2386, -10.9986], [12.4215, -10.9038, -10.9190], [10.3011, -10.0516, -11.2560], [11.0028, -12.3110, -12.9636], [9.5677, -12.5048, -12.0799], [10.9333, -13.3139, -11.5781], [10.6031, -11.5150, -9.9966], [12.9668, -11.7559, -10.5131], [12.8231, -10.0850, -10.3221], [12.7807, -10.7561, -11.9375], [9.4112, -10.1986, -10.9274], [13.3406, -8.7720, -5.7860], [11.9020, -8.6925, -6.3473], [11.8100, -9.5829, -7.6243], [11.0928, -9.2168, -5.4026], [13.5402, -8.0752, -4.9719], [14.1405, -8.5848, -6.5023], [13.4421, -9.7588, -5.3342], [11.6514, -7.6750, -6.6473], [12.8035, -9.5593, -8.0722], [10.9921, -9.2826, -8.2792], [11.5750, -10.6044, -7.3255], [10.2675, -9.5383, -5.7730]], "molar_mass_g_mol": 600.96, "orbital_gap_ev": 9.9992, "homo_energy_ev": -9.68, "smiles": "CC(C)O.CC(C)O.CC(C)O.CC(C)O.CC(C)O.CC(C)O.CC(C)O.CC(C)O.CC(C)O.CC(C)O"}


x:
{"formula": "C30H80O10", "method": "ωB97M-V/def2-TZVPD", "species": ["C", "C", "C", "O", "H", "H", "H", "H", "H", "H", "H", "H", "C", "C", "C", "O", "H", "H", "H", "H", "H", "H", "H", "H", "C", "C", "C", "O", "H", "H", "H", "H", "H", "H", "H", "H", "C", "C", "C", "O", "H", "H", "H", "H", "H", "H", "H", "H", "C", "C", "C", "O", "H", "H", "H", "H", "H", "H", "H", "H", "C", "C", "C", "O", "H", "H", "H", "H", "H", "H", "H", "H", "C", "C", "C", "O", "H", "H", "H", "H", "H", "H", "H", "H", "C", "C", "C", "O", "H", "H", "H", "H", "H", "H", "H", "H", "C", "C", "C", "O", "H", "H", "H", "H", "H", "H", "H", "H", "C", "C", "C", "O", "H", "H", "H", "H", "H", "H", "H", "H"], "coordinates": [[-2.6415, -3.0165, -2.9279], [-2.5165, -2.0525, -1.7909], [-3.7965, -1.7725, -1.0389], [-1.5445, -2.6165, -0.9159], [-3.1385, -4.0055, -2.6539], [-1.5895, -3.0065, -3.2009], [-3.2285, -2.4575, -3.6979], [-2.0675, -1.3225, -2.1029], [-3.4965, -1.2055, -0.0919], [-4.2625, -2.6795, -0.5609], [-4.4675, -1.1835, -1.7409], [-1.2205, -1.7795, -0.6509], [-3.7335, 3.7595, -2.8109], [-3.6245, 2.3295, -3.3339], [-3.1925, 2.2365, -4.8199], [-2.8615, 1.6335, -2.5439], [-4.5825, 3.8225, -1.9809], [-4.2615, 4.3925, -3.4529], [-2.7515, 4.3025, -2.6659], [-4.6725, 2.0405, -3.3499], [-2.6415, 1.1315, -4.9909], [-2.0565, 2.7015, -5.0539], [-4.0775, 2.6255, -5.3929], [-3.1875, 1.4845, -1.7269], [4.4815, 0.4565, -0.6439], [4.5815, -1.0615, -0.3019], [5.6275, -1.5355, 0.7291], [3.3255, -1.4145, 0.0751], [5.5595, 0.7635, -0.8289], [4.2885, 1.0495, 0.1561], [3.7925, 0.3995, -1.5409], [4.5825, -1.5275, -1.2609], [5.1825, -0.9785, 1.7111], [6.6405, -1.1145, 0.5231], [5.7505, -2.6035, 0.8991], [3.4015, -2.3605, 0.4081], [3.3645, 4.7755, -2.0679], [3.1715, 3.8665, -0.9279], [1.7275, 3.5195, -0.5219], [3.9005, 2.7275, -0.9829], [2.4905, 5.6365, -2.2409], [3.3035, 4.1115, -2.9629], [4.2815, 5.2025, -1.6099], [3.5935, 4.2885, 0.0241], [0.9855, 4.3825, -0.2809], [1.6415, 2.7915, 0.4681], [1.1415, 3.0145, -1.3219], [3.5175, 2.1715, -1.5989], [-2.2495, -0.0945, 6.8461], [-1.4815, -1.3425, 6.3051], [-2.0305, -2.7455, 6.7851], [-1.5215, -1.3285, 4.8761], [-3.3545, -0.1545, 6.6461], [-1.8105, 0.7945, 6.4571], [-1.9705, -0.0925, 7.8451], [-0.3805, -1.1535, 6.6631], [-1.7845, -3.0545, 7.7421], [-1.2945, -3.5345, 6.3891], [-3.0135, -2.9545, 6.4891], [-0.6085, -1.5005, 4.6101], [1.4895, -4.2985, -0.5549], [2.7115, -4.9465, 0.0651], [3.6665, -5.3195, -1.1819], [3.4555, -4.1235, 0.9941], [0.9865, -4.9415, -1.3049], [1.9915, -3.2405, -1.0059], [0.8465, -3.9695, 0.1281], [2.4185, -5.6555, 0.6251], [4.4595, -6.0105, -1.0089], [3.8165, -4.3295, -1.6729], [2.9475, -5.9115, -1.6649], [3.2985, -4.5495, 1.8951], [2.7145, 1.4125, 3.4451], [2.1605, 1.9945, 4.7631], [1.2225, 1.0285, 5.3551], [3.1795, 1.9315, 5.7471], [2.0045, 1.5155, 2.5881], [2.7665, 0.3805, 3.4241], [3.8095, 1.5725, 3.5191], [1.6735, 2.9205, 4.5911], [1.1185, 1.0595, 6.4141], [1.6635, 0.0755, 5.3271], [0.2985, 1.2175, 4.8781], [3.8075, 2.7875, 5.5411], [1.1005, -1.3725, -4.2429], [0.7395, -1.8045, -5.6929], [-0.4805, -1.2165, -6.3029], [1.8195, -1.7725, -6.5549], [1.9025, -1.9325, -4.1009], [0.3625, -1.6005, -3.5969], [1.2645, -0.3745, -4.1769], [0.4625, -2.8915, -5.7229], [-0.8175, -1.8435, -7.2199], [-0.4285, -0.2205, -6.5899], [-1.4375, -0.9575, -5.6299], [1.4545, -2.2805, -7.2259], [-5.3595, 1.4415, 2.2211], [-4.9895, 2.1295, 0.9421], [-4.0575, 3.3605, 1.2981], [-4.5135, 1.2155, 0.0001], [-5.8725, 2.0405, 2.7041], [-4.4665, 1.1235, 2.7461], [-6.0125, 0.5495, 2.1691], [-5.8385, 2.4635, 0.4821], [-4.3685, 4.1195, 1.8791], [-3.7805, 3.7135, 0.2121], [-3.1245, 2.9035, 1.5381], [-4.3505, 0.4635, 0.4181], [-0.0405, 1.1805, -1.2789], [0.3275, 0.6745, 0.1401], [-0.8855, 0.5475, 1.0651], [0.7735, -0.6115, 0.0071], [-0.7145, 1.8585, -1.2159], [-0.4385, 0.3545, -1.8179], [0.8775, 1.4695, -1.7169], [1.2045, 1.0925, 0.4501], [-0.8035, 0.0625, 2.0591], [-1.6595, -0.2215, 0.6511], [-1.1925, 1.6455, 1.3211], [1.6125, -0.6675, -0.1869]], "molar_mass_g_mol": 600.96, "orbital_gap_ev": 9.8276, "homo_energy_ev": -9.40, "smiles": "CC(C)O.CC(C)O.CC(C)O.CC(C)O.CC(C)O.CC(C)O.CC(C)O.CC(C)O.CC(C)O.CC(C)O"}


Tell me which of them is the most stable. Sure, it is w.


w:
{"formula": "C5H5FS2", "method": "ωB97M-V/def2-TZVPD", "species": ["C", "C", "F", "C", "C", "C", "S", "S", "H", "H", "H", "H", "H"], "coordinates": [[-1.7632, -0.0597, 1.0450], [-0.9561, 0.2807, 0.0526], [-1.2868, 1.3416, -0.7725], [0.3768, -0.2977, -0.2720], [0.4115, -1.5379, -0.7736], [1.6116, 0.4422, -0.0322], [3.0414, -0.2787, 0.2056], [1.6151, 2.1877, -0.0190], [-1.4998, -0.8634, 1.6988], [-2.7192, 0.4498, 1.1591], [-0.5335, -2.0830, -0.8983], [1.3614, -1.9937, -1.0541], [0.3408, 2.4122, -0.3391]], "molar_mass_g_mol": 148.23, "orbital_gap_ev": 8.0141, "homo_energy_ev": -8.85, "smiles": "C=C(F)C(=C)C(=S)S"}


x:
{"formula": "C5H5FS2", "method": "ωB97M-V/def2-TZVPD", "species": ["C", "C", "F", "C", "C", "S", "C", "S", "H", "H", "H", "H", "H"], "coordinates": [[-2.0087, -0.8237, -1.0216], [-1.0267, -0.1605, -0.4167], [-0.6384, 1.1247, -0.9486], [-0.0818, -0.4742, 0.6105], [1.3932, -0.2302, 0.1695], [2.4366, -1.0587, -0.6754], [1.6918, 1.1222, 0.6573], [1.0789, 2.3189, 1.5471], [-2.7430, -0.1756, -1.5757], [-2.2457, -1.7358, -0.7611], [-0.2150, -1.5114, 0.7351], [-0.3386, 0.1243, 1.4598], [2.6974, 1.4801, 0.2198]], "molar_mass_g_mol": 148.23, "orbital_gap_ev": 6.9681, "homo_energy_ev": -8.94, "smiles": "C=C(F)CC(=S)C=S"}


Tell me which of them is the most stable. Sure, it is w.


w:
{"formula": "C2H4ClNO", "method": "ωB97M-V/def2-TZVPD", "species": ["C", "C", "N", "O", "Cl", "H", "H", "H", "H"], "coordinates": [[-2.5721, -0.3356, -1.2101], [1.2420, -0.4138, 0.5557], [0.5851, 0.8685, 0.6240], [-3.6640, -0.2147, -1.5305], [0.4170, 1.6110, -0.9561], [-0.4062, 0.6315, 0.9218], [2.0737, -0.2782, 1.3540], [0.6338, -1.3089, 0.6435], [1.6909, -0.5598, -0.4024]], "molar_mass_g_mol": 93.51, "orbital_gap_ev": 10.2595, "homo_energy_ev": -9.46}


x:
{"formula": "C2H4ClNO", "method": "ωB97M-V/def2-TZVPD", "species": ["C", "C", "N", "O", "Cl", "H", "H", "H", "H"], "coordinates": [[-0.8614, 0.7544, 0.0604], [-0.0958, 0.0183, -0.8716], [1.4011, 2.1298, 1.3305], [2.2208, 1.2863, 1.4388], [0.7847, 0.8208, -2.1926], [0.0686, 1.4151, 0.6290], [-1.4611, 1.5587, -0.5242], [-1.1357, 0.1963, 0.9418], [0.4633, -0.8290, -0.4173]], "molar_mass_g_mol": 93.51, "orbital_gap_ev": [7.3601, 8.1225], "homo_energy_ev": [-7.78, -8.97]}


Tell me which of them is the most stable. Sure, it is w.